1.
One molecule with the formula C4H9NO2S, computed with ωB97M-V/def2-TZVPD.

The max |F| comes out at 1.45 eV/A. The energy above the lowest of the compared OMol25 structures with the same formula, charge and spin is 40.1 kcal per mole. As for the energy: -20713.2932 eV. The HOMO energy comes out at -9.1 eV. Its frontier orbital gap is 9.774 eV. As for the SMILES: N[C@H]1[C@H](O)[C@@H](O)[C@@H]1S.

Geometry (Å):
N  -0.628  -1.785  -1.447
C  -0.549  -0.473  -0.826
C  -1.307  -0.261  0.502
O  -2.538  0.422  0.492
C  -0.114  0.558  0.993
O  0.262  0.552  2.342
C  0.739  -0.182  -0.057
S  2.041  0.680  -0.977
H  -1.463  -1.854  -1.963
H  0.124  -1.905  -2.111
H  -0.803  0.386  -1.519
H  -1.386  -1.238  1.023
H  -3.244  -0.226  0.277
H  -0.248  1.613  0.688
H  0.276  -0.374  2.645
H  1.123  -1.139  0.352
H  2.942  0.712  0.016

2.
C29H22Cl68N2O5PS as an isolated structure, computed with ωB97M-V/def2-TZVPD.

The max |F| comes out at 7.49 eV/A. As for the energy: -915270.0172 eV. The HOMO energy comes out at -11.8 eV. Its frontier orbital gap is 6.425 eV. Its charge is +1.

Geometry (Å):
C  3.410  0.013  1.523
C  3.867  0.644  0.044
O  3.843  -0.447  -0.940
C  3.099  -0.098  -2.158
C  2.362  -1.350  -2.915
C  2.149  -2.696  -2.008
C  0.681  -2.822  -1.281
C  0.118  -1.438  -0.607
C  -0.647  -1.629  0.831
C  0.094  -2.340  2.152
C  -0.823  -2.402  3.550
N  -2.206  -1.811  3.485
P  -3.108  -1.872  5.070
O  -3.747  -0.225  5.219
O  -4.482  -2.979  4.931
N  -2.900  -1.242  2.463
C  -2.208  -1.115  1.149
S  -3.135  -0.288  -0.300
C  -2.214  1.275  -0.859
O  -4.612  0.002  0.072
O  -3.133  -1.307  -1.500
H  4.334  -0.259  2.202
H  2.756  -0.965  1.395
H  2.751  0.777  2.149
H  4.978  1.017  0.206
H  3.124  1.523  -0.162
H  2.282  0.742  -2.014
H  3.898  0.373  -2.910
H  2.887  -1.618  -3.953
H  1.271  -0.980  -3.224
H  2.219  -3.619  -2.762
H  2.982  -2.892  -1.201
H  -0.086  -3.134  -2.130
H  0.628  -3.699  -0.473
H  1.012  -0.677  -0.404
H  -0.548  -0.908  -1.441
H  1.193  -2.737  2.072
H  -0.381  -2.873  4.553
H  -3.188  0.370  4.607
H  -4.904  -2.919  5.850
H  -1.413  1.648  -0.085
H  -1.648  1.120  -1.887
H  -2.943  2.198  -1.037
C  5.909  -3.013  3.912
Cl  6.725  -3.942  2.629
Cl  5.900  -3.964  5.419
Cl  6.779  -1.482  4.180
Cl  4.233  -2.666  3.418
C  -5.648  2.656  3.181
Cl  -6.378  2.964  1.586
Cl  -4.623  1.201  3.095
Cl  -4.655  4.055  3.661
Cl  -6.938  2.403  4.385
C  -1.657  -6.584  0.195
Cl  -0.279  -7.278  1.086
Cl  -3.144  -7.473  0.614
Cl  -1.847  -4.868  0.637
Cl  -1.359  -6.717  -1.556
C  1.620  2.365  -4.794
Cl  3.250  2.713  -4.165
Cl  1.115  3.675  -5.892
Cl  1.644  0.822  -5.684
Cl  0.471  2.251  -3.437
C  9.636  -4.300  0.050
Cl  11.014  -4.994  0.941
Cl  8.150  -5.189  0.469
Cl  9.447  -2.584  0.492
Cl  9.934  -4.433  -1.701
C  0.383  3.021  2.810
Cl  1.761  2.326  3.701
Cl  -1.103  2.132  3.228
Cl  0.194  4.736  3.252
Cl  0.682  2.888  1.058
C  -2.505  6.428  6.239
Cl  -3.235  6.737  4.643
Cl  -1.480  4.974  6.153
Cl  -1.512  7.828  6.719
Cl  -3.794  6.175  7.443
C  6.938  -0.978  -3.787
Cl  7.558  -0.068  -5.187
Cl  8.194  -2.099  -3.203
Cl  6.503  0.158  -2.485
Cl  5.495  -1.904  -4.272
C  -7.951  -0.356  -1.370
Cl  -9.031  0.410  -2.564
Cl  -6.453  -0.882  -2.177
Cl  -7.556  0.818  -0.089
Cl  -8.767  -1.767  -0.651
C  2.089  -6.729  -3.913
Cl  2.308  -6.471  -2.163
Cl  1.353  -5.278  -4.640
Cl  3.673  -7.035  -4.670
Cl  1.023  -8.132  -4.178
C  3.774  6.966  -5.307
Cl  2.816  7.263  -6.780
Cl  5.492  7.301  -5.638
Cl  3.201  8.034  -4.001
Cl  3.586  5.265  -4.809
C  -5.452  5.988  -1.602
Cl  -3.979  6.848  -1.087
Cl  -5.971  4.875  -0.312
Cl  -6.747  7.168  -1.926
Cl  -5.110  5.061  -3.085
C  -13.077  -1.687  -1.189
Cl  -14.352  -2.113  -2.358
Cl  -13.744  -0.589  0.045
Cl  -12.474  -3.168  -0.403
Cl  -11.737  -0.879  -2.041
C  -14.370  3.240  2.124
Cl  -12.740  3.588  2.754
Cl  -14.875  4.550  1.027
Cl  -14.346  1.696  1.235
Cl  -15.519  3.126  3.481
C  4.672  -2.338  9.226
Cl  5.400  -1.330  10.502
Cl  4.957  -4.058  9.594
Cl  2.919  -2.029  9.153
Cl  5.413  -1.936  7.656
C  6.543  10.115  -2.828
Cl  5.586  10.412  -4.301
Cl  8.262  10.451  -3.159
Cl  5.971  11.183  -1.522
Cl  6.356  8.415  -2.331
C  7.573  -6.467  -6.401
Cl  8.951  -7.161  -5.510
Cl  6.087  -7.356  -5.982
Cl  7.384  -4.751  -5.959
Cl  7.871  -6.599  -8.153